# 1
The following is a quantum chemistry calculation of C31H31CoNS3 as an isolated structure, from OMol25.

Atoms and positions in Å:
1 H -1.2182 4.6742 -3.2768
2 H -2.5556 -2.7204 -0.6836
3 H -3.0644 -0.2114 -5.8640
4 C 0.6467 -3.9461 1.0840
5 H -0.5313 -2.8705 -2.5525
6 H -1.5916 0.6865 -1.6463
7 S 2.1399 0.6555 2.6007
8 H 2.7784 2.5653 -3.2262
9 C -1.5239 -0.9992 -2.9324
10 C -2.0302 0.3019 3.5466
11 H 3.0610 -0.7816 0.2972
12 C 3.0178 -0.0669 -0.5157
13 H -0.4075 -5.7855 1.4052
14 H 2.7794 2.3883 4.1075
15 C -1.5940 -4.3521 0.3260
16 C -1.4947 2.8663 -0.4265
17 N 1.9416 0.7190 -0.5629
18 C -1.8320 3.7619 -1.4328
19 H -2.4428 -5.0158 0.2234
20 C -0.5606 -2.2015 -0.0970
21 S -0.8635 -0.8202 2.7178
22 C -1.4636 1.6432 3.9733
23 C 1.8423 1.6508 -1.5254
24 C -2.1033 -2.0818 -5.4440
25 H -0.7413 1.5484 4.7816
26 C 0.2599 3.3275 -2.5198
27 C 4.0442 0.0093 -1.4317
28 H 2.1517 -1.6625 2.9475
29 H 1.5434 -4.2884 1.5869
30 C 2.8586 1.8033 -2.4666
31 C -1.6567 -3.0733 -0.1943
32 C 1.8231 -0.8419 3.5851
33 C -1.2817 -0.3502 -1.6417
34 C -0.2744 2.2062 -0.4399
35 C 3.9590 0.9703 -2.4309
36 C -0.4487 -4.7920 0.9796
37 C 0.8920 3.0494 3.3424
38 C -0.9524 3.9908 -2.4814
39 H -2.8196 0.4368 2.8062
40 H 1.4610 -2.0199 0.6017
41 H -2.3292 -2.5037 -6.4145
42 S -0.6544 2.4922 2.5744
43 C -2.2169 -0.2550 -3.8965
44 H -2.2737 2.2851 4.3184
45 H -2.7877 4.2691 -1.4035
46 H 0.6253 3.7151 4.1632
47 H 1.3732 3.6374 2.5603
48 C 0.3851 -1.0512 4.0353
49 H -2.4456 -0.2300 4.4028
50 C 0.5931 -2.6718 0.5494
51 C -0.6920 -0.8271 -0.5297
52 C -1.0991 -2.2896 -3.2666
53 H 2.4812 -0.8039 4.4535
54 H -2.5264 0.7560 -3.6561
55 C 0.6061 2.4350 -1.5044
56 H 0.2736 -2.0757 4.3890
57 H 4.8899 -0.6586 -1.3586
58 H -1.0814 -3.8299 -4.7567
59 H -2.2074 2.6910 0.3694
60 Co 0.2325 0.5696 0.6091
61 H 0.9203 3.4874 -3.3614
62 H 1.4181 1.4620 4.7298
63 C -2.5117 -0.7918 -5.1367
64 C -1.3957 -2.8245 -4.5078
65 H 4.7376 1.0651 -3.1756
66 C 1.8161 1.9532 3.8439
67 H 0.1212 -0.3791 4.8492

LUMO level (spin up / spin down) = -3.5 / -3.2 eV
Charge = +1
Frontier orbital gap (spin up / spin down) = 6.421 / 6.726 eV

=====

# 2
The following is a quantum chemistry calculation of C31H31CoNS3 as an isolated structure, from OMol25.

Atoms and positions in Å:
1 H 1.1491 4.9418 -3.0022
2 C 2.6285 -3.4792 -0.0758
3 C 3.2174 -2.7306 -1.2711
4 C -3.8064 0.7210 0.5444
5 C 0.5285 1.6868 -2.3030
6 H 2.3489 4.7449 -0.8452
7 C 3.9902 0.1877 1.3692
8 C 1.8296 3.8876 -1.2552
9 H 3.9980 1.2023 0.9688
10 H 0.2935 -2.2367 2.5920
11 C -1.1511 -1.9098 -3.8035
12 C -0.1023 0.4671 -2.8744
13 H -0.0235 2.4850 1.0774
14 H -2.0258 -0.4949 3.4262
15 H -1.7443 -0.8004 -5.5489
16 C -1.8191 -0.8404 0.4398
17 H -3.5114 -2.3065 -0.9514
18 C -1.6696 1.3825 4.4035
19 C -0.5250 -1.7958 -2.5833
20 S 1.0355 -2.8134 0.4710
21 C -1.1566 2.6687 4.2660
22 S 3.3322 -0.9402 -1.0922
23 H 2.3162 2.6411 0.3956
24 H 3.3607 -2.1208 2.4708
25 C 2.3861 -1.6926 2.6995
26 H 4.2026 -3.1361 -1.5055
27 C 4.4628 -0.8040 0.3138
28 H 3.3100 -3.4732 0.7730
29 C -5.1247 0.9929 0.2232
30 H 2.5976 -2.8796 -2.1572
31 H -0.1895 4.0705 2.9583
32 C -3.2192 -0.4789 0.1322
33 H -0.0019 2.9991 -3.9408
34 N -0.0156 -0.6464 -2.1232
35 H 4.6039 -1.7938 0.7443
36 H -5.8644 -1.8155 -1.5223
37 C -5.8675 0.0803 -0.5182
38 C 1.2590 -2.6166 2.2516
39 C 1.1630 4.0007 -2.4692
40 C 0.5129 2.8972 -2.9951
41 H -1.2109 3.3624 5.0944
42 H -1.5430 -2.8618 -4.1306
43 H 2.3324 -1.5955 3.7843
44 C -3.9687 -1.3803 -0.6223
45 H 1.3926 -3.6029 2.6975
46 H 2.4741 -4.5232 -0.3480
47 C -1.6038 0.4993 3.3419
48 H -5.5754 1.9214 0.5460
49 C -1.2568 -0.7636 -4.5835
50 C 1.8166 2.6788 -0.5700
51 C -1.0105 0.8884 2.1263
52 H 5.4349 -0.4813 -0.0595
53 S 2.3079 -0.0304 1.9846
54 C -0.7312 0.4228 -4.1196
55 H -0.7991 1.3159 -4.7206
56 C 1.1656 1.5443 -1.0624
57 Co 0.8554 -0.2559 -0.1982
58 C -5.2890 -1.1059 -0.9432
59 C -0.4824 2.1807 2.0080
60 H -2.1321 1.0762 5.3320
61 H 4.6763 0.1765 2.2173
62 H -3.2327 1.4424 1.1073
63 C -0.9221 -0.0811 1.0704
64 H -6.8974 0.2986 -0.7674
65 H -1.5053 -1.7856 -0.0026
66 C -0.5757 3.0656 3.0668
67 H -0.4281 -2.6576 -1.9322

LUMO level (spin up / spin down) = -2.2 / -4.2 eV
Charge = +1
Expectation value of S² = 6.032
2S+1 = 5
Frontier orbital gap (spin up / spin down) = 7.948 / 6.592 eV

=====

# 3
The following is a quantum chemistry calculation of C31H31CrN4O3S3 as an isolated structure, from OMol25.

Atoms and positions in Å:
1 C -1.9925 1.2278 -1.2667
2 H 3.9053 -0.6924 -0.3284
3 H -1.6673 5.5797 2.8978
4 H 4.6980 0.7739 -4.6302
5 S 2.1607 -2.5725 -2.2820
6 C 4.1676 -0.8040 0.7269
7 H -2.5434 -0.0337 1.7988
8 C 2.7524 1.5783 -4.1621
9 C -0.5658 4.2603 1.6193
10 C 1.5667 1.3222 -3.4917
11 C 1.5194 -3.4195 1.4784
12 C 2.3658 1.1870 5.6808
13 C -0.5239 3.0696 0.8812
14 S -0.6269 -0.2594 3.6835
15 C -2.8234 3.8605 2.3320
16 H -1.2471 1.1389 -3.2601
17 N -1.6763 1.0037 0.1738
18 H -0.2704 2.1009 -2.1195
19 C -0.6739 -1.1840 -2.3608
20 C 1.0830 0.0171 7.3686
21 S 0.9271 2.5864 0.0152
22 H 2.8907 2.5280 -4.6652
23 H -3.6569 0.2453 0.4523
24 H -1.0434 -1.1440 -3.3982
25 O -1.8394 0.4941 3.9273
26 H -1.5263 -1.2741 -1.6861
27 H 4.2346 -5.0032 2.7739
28 H 4.2356 -1.3760 -3.5177
29 N 1.3530 -1.1822 0.6233
30 C 1.4492 0.7505 4.7439
31 H -2.7556 0.5003 -1.5494
32 H -0.2243 -4.6616 1.3854
33 H 5.3208 -2.9086 2.0076
34 H -0.1076 -3.4155 0.1139
35 H 0.9545 -0.2700 8.4057
36 H -2.4475 2.2177 -1.3614
37 C -0.8219 1.1764 -2.2422
38 C 3.6467 -4.2236 2.3015
39 H -0.5596 -2.9497 1.7600
40 H 5.2546 -0.8749 0.8205
41 H -2.3643 -0.9664 0.3076
42 N 0.0741 0.0399 -2.0384
43 C 2.2748 -0.9222 -2.8640
44 H -0.6912 -1.0188 6.6900
45 H 0.8299 2.1137 -3.5139
46 C 2.2876 -4.4083 2.0768
47 N 0.3628 0.4691 2.6211
48 C 0.0671 -3.6303 1.1709
49 O -0.8033 -1.6601 3.3965
50 H 1.8134 -5.3442 2.3576
51 H -0.0306 -2.0509 -2.2412
52 C 1.3137 0.1377 -2.7960
53 C 1.4547 1.0293 3.2533
54 C -1.6844 2.2702 0.9103
55 H 3.2006 1.8001 5.3662
56 C 3.7400 0.6053 -4.1490
57 Cr 0.4316 0.2114 0.5071
58 C 3.4852 -0.5948 -3.5187
59 H 2.8733 1.1331 7.7650
60 O 2.3759 1.6354 2.7536
61 H -3.7003 4.1379 2.9037
62 C 2.1205 -2.1993 1.1278
63 C 0.3872 -0.0279 5.1114
64 C 3.5113 -2.0359 1.2767
65 H 0.3360 4.8605 1.6369
66 C 0.1621 -0.4099 6.4213
67 C 2.1724 0.8099 7.0045
68 C -1.6879 4.6559 2.3295
69 C 4.2504 -3.0440 1.8834
70 C -2.8065 2.6690 1.6188
71 C -2.6175 0.0108 0.7193
72 H 3.8221 0.1006 1.2273
73 H -3.6774 2.0299 1.6514

LUMO level (spin up / spin down) = 4.3 / 4.3 eV
Charge = -2
Expectation value of S² = 0.953
2S+1 = 2
Energy relative to the best compared isomer or geometry (same formula, charge and spin) = 0.0000 eV
Frontier orbital gap (spin up / spin down) = 5.094 / 5.106 eV

=====

# 4
The following is a quantum chemistry calculation of a 5-piece molecular cluster, C31H31FNO17S overall, from OMol25.

Atoms and positions in Å:
1 C -8.3783 -5.3912 -6.4023
2 O -11.9325 -3.2614 -6.3223
3 O 13.7224 5.3492 7.2804
4 C -7.0564 -3.3641 -1.1616
5 C 7.3131 0.8006 -0.0009
6 C 9.9686 3.7942 6.3869
7 H 8.8304 2.9775 5.1013
8 O 1.4742 3.4776 3.9296
9 O 8.7952 3.2996 6.0343
10 H -9.9048 -2.7256 -4.7152
11 C 12.3588 4.3133 5.6865
12 H -0.8638 2.4845 3.2294
13 C 8.8199 1.8703 1.5712
14 O -7.1969 -6.0058 -6.3667
15 H -4.1534 -0.4650 -2.6021
16 H 5.6563 1.3439 3.0117
17 C 2.2921 3.0194 1.7916
18 H 9.9482 2.7009 2.8578
19 C 7.7311 1.8700 2.6161
20 H -4.0155 -3.1026 -1.1119
21 O -11.5485 -5.2884 -7.9700
22 O -7.6292 -4.0164 -4.6561
23 H -5.6364 -3.5892 -2.6295
24 C 8.6052 1.3615 0.3448
25 C -10.7784 -3.8855 -6.2728
26 O 7.0441 0.3109 -1.0829
27 C 10.1870 4.3067 7.6085
28 H 9.4165 4.3388 8.3650
29 H -6.8795 -1.8583 0.3995
30 H -7.1129 -3.1927 -3.2417
31 F -2.2484 -0.3580 -1.0828
32 C -4.4369 -1.5025 -2.4841
33 H 13.6024 5.6414 8.2071
34 O 5.0651 0.3159 0.6631
35 O 10.8262 3.2634 4.2595
36 H -12.4630 -3.7030 -7.0187
37 C -9.8000 -3.5411 -5.4171
38 C -6.6779 -0.5661 -1.7160
39 H 2.8688 2.5111 -0.1851
40 C -10.6166 -5.0257 -7.2431
41 H 13.1273 4.2927 4.9272
42 H -4.0053 -2.0717 -3.2963
43 H 3.3405 3.8480 3.0843
44 O -7.8836 -1.1071 -1.2327
45 C -0.2845 1.9669 1.2517
46 C 2.0936 2.5143 0.5677
47 H -7.8878 -4.0055 -1.3942
48 O -1.4439 1.4489 0.8544
49 C 0.8039 1.9464 0.2164
50 H -6.9394 0.3114 -2.2797
51 H -8.4907 -2.4777 0.1192
52 H -9.2308 -6.5504 -7.9625
53 C 6.2316 0.8255 1.0383
54 C 6.4339 1.3263 2.2614
55 H -6.0125 -0.2918 -0.8998
56 C -0.0879 2.4676 2.4773
57 H 5.1837 0.0158 -0.2608
58 S -6.3954 -1.2224 -4.3816
59 H -6.3566 -3.9193 -0.5581
60 C -9.3471 -5.7435 -7.2531
61 O 11.7675 5.3125 9.0422
62 C 11.0631 3.7584 5.3501
63 H -1.9080 -2.1927 -1.8461
64 O 7.9691 2.3289 3.7197
65 H -1.3088 1.1584 -0.0684
66 H -2.0692 -2.1061 -0.0768
67 C 11.4903 4.8440 7.9546
68 C -7.5794 -2.1691 -0.3669
69 C -8.5597 -4.2724 -5.4213
70 H 9.3730 1.3517 -0.4151
71 N -6.4376 -2.9776 -2.4824
72 O 9.9803 2.3885 1.9194
73 H -6.6723 -5.5670 -5.6734
74 C 12.5668 4.8265 6.9066
75 O 0.5502 1.4531 -0.8678
76 C -2.4424 -1.7334 -1.0211
77 O 3.4497 3.5525 2.1584
78 C 1.2140 3.0179 2.8359
79 C -5.9507 -1.5633 -2.6390
80 H -4.4100 -1.5709 -0.2950
81 H -6.2120 0.0977 -4.5036
82 C -3.9194 -2.0203 -1.1501

LUMO level = -4.4 eV
Charge = +1
Frontier orbital gap = 6.009 eV

=====

# 5
The following is a quantum chemistry calculation of a 2-piece molecular cluster, C31H31N2O2 overall, from OMol25.

Atoms and positions in Å:
1 C 3.1313 -1.3286 3.3488
2 H 4.8784 -2.4724 3.8688
3 C -0.4617 1.3126 -0.2733
4 C -2.0505 2.0294 -2.1405
5 C 5.0335 2.2923 -2.6801
6 H -1.2523 2.2064 -2.8631
7 C -4.4413 2.0755 -1.7432
8 C 2.2451 -1.8348 1.1359
9 H 4.9516 1.6641 -0.5914
10 H 1.5855 0.9440 -4.5123
11 H -0.1464 0.9721 3.4064
12 H -5.0606 1.7008 0.2957
13 H -3.5208 2.4519 -3.6782
14 O -5.7191 1.9946 -2.2048
15 H -4.3379 -3.1821 3.0270
16 C -5.8774 2.0217 -3.6474
17 C 3.1979 -2.8338 0.9213
18 C -1.0930 -1.5540 1.7191
19 H -5.5661 2.9963 -4.0617
20 C 2.2101 -1.0930 2.3244
21 C -3.4150 -2.7316 2.6564
22 H 5.3795 3.2750 -3.0168
23 C -1.0057 -2.6559 2.5664
24 H -2.7535 1.6276 1.1439
25 C -1.8022 1.6775 -0.8000
26 C -2.3097 -1.0899 1.2991
27 N 0.9764 -0.4618 2.4012
28 H 2.0640 1.7594 0.4001
29 H 3.0386 -0.8069 4.3049
30 H -6.9321 1.8652 -3.8463
31 C 4.4122 2.3116 -1.2768
32 H 1.3068 -3.0908 -1.0482
33 C 1.9544 1.5719 -0.6713
34 O 3.9736 1.8502 -3.6437
35 H -0.0395 -3.0376 2.8655
36 C 0.3932 0.0437 3.6415
37 H -0.2874 -3.1136 -0.2970
38 C -3.3376 2.2375 -2.6113
39 H -4.4571 -1.1931 1.5262
40 H -0.2999 1.9365 0.6567
41 H 1.1976 0.2464 4.3702
42 C 0.6226 0.8140 -2.5630
43 N 1.0275 -1.6680 0.4990
44 H -2.1089 -4.1353 3.6800
45 C 0.7026 1.1950 -1.1905
46 C 2.8699 1.5709 -2.9007
47 C 4.1681 -3.0026 1.9045
48 C 0.1638 -0.8417 1.2722
49 C -4.2115 1.8554 -0.3706
50 C -3.4840 -1.6271 1.8050
51 H 4.9424 -3.7570 1.7834
52 C -2.9143 1.7325 0.0742
53 H 0.1628 -1.7444 -1.3822
54 H -5.2815 1.2298 -4.1246
55 H -2.3294 -0.3026 0.5711
56 H 3.1428 -3.4669 0.0309
57 C 3.0278 1.7951 -1.5106
58 H -0.2889 0.3744 -2.9749
59 H -0.1697 0.0850 0.5677
60 H -0.2756 -0.6883 4.1107
61 H 5.8582 1.5752 -2.7525
62 C -2.1686 -3.2645 3.0296
63 C 0.5254 -2.4483 -0.6174
64 C 4.1318 -2.2629 3.1059
65 H 4.4625 3.3277 -0.8865
66 C 1.6610 1.0708 -3.4329

LUMO level = -4.5 eV
Charge = +1
Energy relative to the best compared isomer or geometry (same formula, charge and spin) = 2.0123 eV
Frontier orbital gap = 5.298 eV

=====

# 6
The following is a quantum chemistry calculation of C31H31N3O4PtS2Se2 as an isolated structure, from OMol25.

Atoms and positions in Å:
1 O -1.7387 -2.1653 -0.6789
2 C 2.1271 -1.6978 -3.4465
3 H -5.6408 3.4401 -0.8437
4 H 1.4369 -0.5130 -0.2385
5 H -6.6026 0.6274 2.2181
6 C 1.6286 1.8921 -1.2171
7 O -0.1220 0.6609 -0.2061
8 H 1.5856 -0.7472 4.9164
9 C 2.1111 -3.5251 3.0607
10 H 1.3414 -3.7289 1.0579
11 C 3.0129 -1.6044 -1.0818
12 C 4.5090 -3.2919 -0.2392
13 H 5.0784 -4.8083 -1.6427
14 C 3.7398 -4.0851 -3.8628
15 H 2.7505 -2.9576 5.0351
16 H 5.1043 -3.7014 0.5677
17 C 2.9761 -2.2354 -2.3299
18 C 3.7794 -2.1327 -0.0478
19 C 3.6357 0.9772 -2.1978
20 Se 0.0105 0.5771 2.7315
21 S -4.0167 0.0202 1.7441
22 C -6.4540 1.2337 1.3250
23 H 2.7580 -4.5062 -4.0914
24 S -3.0279 1.2985 -0.9813
25 H -3.4180 5.5328 1.7650
26 H -6.6316 2.2766 1.5986
27 C 1.9516 3.1181 -1.7926
28 H 4.8101 2.3070 -3.3742
29 H 3.7992 -1.6087 0.8988
30 H 2.7391 -1.2095 -4.2095
31 N 0.7767 -1.9367 1.8789
32 H -5.0410 2.5606 -2.2460
33 O -1.9458 -2.1671 1.5063
34 C 0.3698 1.8605 -0.4056
35 C 1.4043 -3.1077 1.9425
36 H 4.3186 0.1496 -2.3347
37 C 1.5474 -1.4495 4.0952
38 C 2.1911 -2.6754 4.1529
39 H -1.3117 -2.2281 -2.6384
40 Pt -1.9413 0.4339 0.8021
41 H -6.4942 2.0044 -1.4169
42 H -2.5946 -1.0612 -2.2174
43 H 1.2780 3.9423 -1.6001
44 C -2.3185 2.3204 3.4680
45 C -5.5054 2.4410 -1.2662
46 C 0.8354 -1.1545 2.9412
47 C -2.8070 3.3419 4.2674
48 O -0.1426 2.8804 0.0238
49 C -4.6592 1.5793 -0.3716
50 C 3.0739 3.2876 -2.5799
51 C -2.5852 3.5740 1.5614
52 H -2.8343 3.2259 5.3416
53 H -7.2116 0.9463 0.5931
54 C -3.1183 4.6310 2.2790
55 H 3.9863 -3.3944 -4.6711
56 N 2.2593 -0.4345 -0.8230
57 C -5.0645 1.0494 0.7781
58 C 3.7417 -3.3927 -2.5271
59 C 3.9145 2.2002 -2.7741
60 H 2.5999 -4.4894 3.0630
61 C -1.6295 -1.4678 -1.9304
62 H -3.6396 5.3165 4.2489
63 N -2.2197 2.4337 2.1443
64 H 3.2953 4.2469 -3.0271
65 H -2.4326 3.6145 0.4907
66 C 4.4939 -3.9106 -1.4795
67 H 1.4129 -0.9630 -3.0812
68 H 1.5782 -2.5023 -3.9376
69 C -1.8876 -1.5540 0.4804
70 Se -1.7515 0.6876 4.3337
71 C 2.4858 0.7861 -1.4141
72 C -3.2384 4.5068 3.6534
73 H -0.8859 -0.6771 -1.8634
74 H 4.4639 -4.8982 -3.8776

LUMO level = -0.8 eV
Energy relative to the best compared isomer or geometry (same formula, charge and spin) = 0.0000 eV
Frontier orbital gap = 6.161 eV